Entry from OMol25: a cluster of 2 separate species, C5H6N in total in a non-equilibrium geometry (ωB97M-V/def2-TZVPD).

**ΔE to the lowest compared entry with this formula, charge and spin**: 910.5 kJ/mol
**LUMO**: -5.4 eV
**Electronic energy**: -248.2689 Ha
**Charge**: +1

Geometry as XYZ:
```
12
Properties=species:S:1:pos:R:3:forces:R:3:lowdin_charge:R:1
C 1.396 -0.072 -0.871 -1.1504 0.6794 1.2110 0.287
C -0.624 -0.183 0.219 2.5015 -1.8679 -0.1100 -0.062
C -2.310 -0.065 -0.127 -1.3655 -3.1144 0.1574 -0.023
C -1.624 -1.094 0.597 -0.6772 -0.2037 -1.0655 0.062
C 2.396 0.327 0.065 -0.5934 1.7198 1.0251 -0.157
N -1.437 0.941 0.160 0.4242 3.1196 -0.0773 0.059
H -3.114 -0.126 -0.926 1.2496 0.2521 0.8764 0.185
H -1.750 -2.193 0.740 0.2291 1.3613 -0.2371 0.136
H 2.283 0.668 1.142 -0.3648 -1.0223 -1.1455 0.130
H 2.716 -0.723 -0.130 0.5054 -0.9948 0.4425 0.121
H 3.253 0.943 -0.289 -0.5420 -0.5518 -0.6946 0.125
H -1.185 1.577 -0.579 -0.2166 0.6228 -0.3824 0.137
```
Forces are in eV/Å.

Entry from OMol25: a cluster of 2 separate species, C5H6N in total in a non-equilibrium geometry (ωB97M-V/def2-TZVPD).

**ΔE to the lowest compared entry with this formula, charge and spin**: 597.4 kJ/mol
**LUMO**: -5.4 eV
**Electronic energy**: -248.3882 Ha
**Charge**: +1

Geometry as XYZ:
```
12
Properties=species:S:1:pos:R:3:forces:R:3:lowdin_charge:R:1
C 0.561 0.308 -0.031 0.9690 0.0984 -0.0806 0.235
C -1.628 0.229 -0.034 0.7282 -0.0611 0.0703 -0.109
C -2.529 -0.850 -0.023 0.6142 -0.3703 0.0298 0.064
C -2.685 0.902 0.031 1.3435 0.0154 -0.0581 0.188
C 3.090 0.084 0.002 2.0943 -0.2068 0.1060 -0.057
N 1.729 0.254 -0.036 -4.9685 0.1775 0.0054 -0.004
H -2.802 -1.346 -0.942 -0.2060 0.0765 -0.1772 0.108
H -2.698 -1.404 0.892 -0.2477 0.1354 0.1206 0.110
H -3.377 1.709 0.088 -0.4108 0.0884 0.0374 0.117
H 3.323 -0.737 0.683 0.0455 0.0727 -0.0988 0.117
H 3.458 -0.148 -0.999 0.0093 0.0385 0.1134 0.117
H 3.559 0.998 0.368 0.0289 -0.0648 -0.0682 0.115
```
Forces are in eV/Å.

Entry from OMol25: the ion C5H6N with charge +1 in a non-equilibrium geometry (ωB97M-V/def2-TZVPD).

**ΔE to the lowest compared entry with this formula, charge and spin**: 793.4 kJ/mol
**LUMO (spin up / spin down)**: -8.1 / -8.1 eV
**Electronic energy**: -248.3135 Ha
**Charge**: +1

Geometry as XYZ:
```
12
Properties=species:S:1:pos:R:3:forces:R:3:lowdin_charge:R:1
C -1.831 1.078 -2.978 2.4266 -2.3253 2.8972 0.344
C -1.094 0.359 -2.029 -1.9541 1.8712 -1.3136 -0.097
C 0.109 0.189 1.473 0.6842 -1.3974 -1.2016 -0.030
C 1.003 -0.756 0.723 2.7051 1.8152 -0.6085 -0.033
C 0.238 0.341 -0.076 0.7217 2.0596 1.1153 -0.244
N -0.695 -0.194 -0.925 -2.8013 -1.1725 -3.1552 0.078
H -0.751 -0.104 1.990 -1.5204 -0.5497 0.1188 0.099
H 0.614 0.984 1.988 0.2979 0.2382 -0.0555 0.121
H 2.062 -0.272 0.847 -1.6025 -2.0317 -0.4963 0.160
H 0.897 -1.823 0.277 0.0473 1.9651 1.5309 0.159
H 0.564 1.386 -0.433 -0.0411 -2.1119 0.4875 0.202
H -1.115 -1.188 -0.857 1.0367 1.6392 0.6809 0.241
```
Forces are in eV/Å.

Entry from OMol25: the ion C5H6N with charge +1 in a non-equilibrium geometry (ωB97M-V/def2-TZVPD).

**ΔE to the lowest compared entry with this formula, charge and spin**: 688.3 kJ/mol
**LUMO**: -5.5 eV
**Electronic energy**: -248.3535 Ha
**Charge**: +1

Geometry as XYZ:
```
12
Properties=species:S:1:pos:R:3:forces:R:3:lowdin_charge:R:1
C -0.399 0.454 -0.905 0.7002 1.3198 0.1162 -0.034
C 0.472 1.336 -0.551 1.3694 1.5412 -0.4955 -0.059
C 0.573 -0.107 0.930 -0.5249 -1.0412 0.4808 0.381
C 1.450 1.932 0.087 -3.0646 1.6421 2.2336 0.137
C -1.016 -1.795 0.333 2.1751 -0.6140 -5.3000 0.065
N -0.345 -0.486 0.098 0.9939 -1.6949 1.7459 -0.171
H -1.044 0.542 -1.676 -2.1731 -0.3199 -2.2609 0.118
H 2.447 1.802 -0.113 2.3978 -0.4546 -0.6406 0.083
H 1.190 2.651 0.958 0.3982 -1.1771 -1.5171 0.166
H -0.879 -2.537 -0.611 -0.0072 2.0077 1.9440 0.179
H -2.015 -1.607 0.375 -2.8268 0.2190 1.0860 0.073
H -0.434 -2.185 1.074 0.5620 -1.4280 2.6077 0.063
```
Forces are in eV/Å.

Entry from OMol25: a cluster of 2 separate species, C5H6N in total in a non-equilibrium geometry (ωB97M-V/def2-TZVPD).

**ΔE to the lowest compared entry with this formula, charge and spin**: 407.3 kJ/mol
**LUMO**: -4.2 eV
**Electronic energy**: -248.4606 Ha
**Charge**: +1

Geometry as XYZ:
```
12
Properties=species:S:1:pos:R:3:forces:R:3:lowdin_charge:R:1
C -2.706 -0.350 0.023 -4.1931 -3.6141 2.4411 0.021
C 0.935 -0.905 -0.010 -2.9187 2.0628 -1.4984 -0.037
C 1.310 0.324 -0.768 1.6607 1.5632 -1.7873 0.024
C 0.698 0.362 0.799 0.1502 -1.3917 1.6336 -0.004
C 0.413 1.245 -0.218 -0.1065 -1.8821 0.8040 0.054
N -1.823 0.212 -0.350 2.9008 2.4216 -1.9059 0.101
H -3.436 -1.043 0.491 0.5721 1.0617 -0.7350 0.112
H 0.013 -1.337 -0.468 0.6105 0.4339 0.7107 0.128
H 1.592 -1.612 0.320 2.0914 -1.5603 0.7211 0.092
H 2.201 0.601 -1.437 -1.1990 -0.6566 1.2777 0.189
H 0.925 0.339 1.903 -0.0676 0.8665 -1.3275 0.182
H -0.123 2.164 -0.285 0.4991 0.6951 -0.3341 0.138
```
Forces are in eV/Å.

Entry from OMol25: the ion C5H6N with charge +1 in a non-equilibrium geometry (ωB97M-V/def2-TZVPD).

**ΔE to the lowest compared entry with this formula, charge and spin**: 621.2 kJ/mol
**LUMO**: -4.7 eV
**Structure (SMILES)**: C[N+]#CC1=CC1
**Electronic energy**: -248.3791 Ha
**Charge**: +1

Geometry as XYZ:
```
12
Properties=species:S:1:pos:R:3:forces:R:3:lowdin_charge:R:1
C -1.429 0.245 0.075 0.1905 -0.2370 0.3753 -0.065
C -2.558 -0.697 -0.213 0.7355 0.9304 -3.0124 -0.055
C -2.607 0.785 0.327 4.0468 -2.6024 -0.8195 0.109
C 0.439 0.210 0.076 3.0624 0.0361 -0.3353 0.317
C 2.988 0.011 0.009 4.6545 3.6959 1.2355 -0.070
N 1.640 0.108 0.030 -9.2248 0.6582 0.1293 0.065
H -2.914 -0.794 -1.319 0.7679 0.0002 2.0431 0.135
H -2.675 -1.582 0.368 -0.4634 -0.2155 0.7699 0.084
H -3.342 1.485 0.504 -1.0592 1.5274 0.6539 0.094
H 3.444 -0.722 -0.568 -0.0298 -1.6687 -1.3038 0.087
H 3.443 -0.057 1.007 -0.7520 -0.4373 0.1481 0.123
H 3.571 1.009 -0.296 -1.9284 -1.6873 0.1158 0.176
```
Forces are in eV/Å.

Entry from OMol25: a structure of composition C5H6N in a non-equilibrium geometry (ωB97M-V/def2-TZVPD).

**ΔE to the lowest compared entry with this formula, charge and spin**: 683.1 kJ/mol
**LUMO**: -7.7 eV
**Electronic energy**: -248.3555 Ha
**Charge**: +1

Geometry as XYZ:
```
12
Properties=species:S:1:pos:R:3:forces:R:3:lowdin_charge:R:1
C 0.503 -0.863 1.971 0.6295 0.7047 -0.0337 0.104
C -0.130 0.306 2.028 0.7752 -4.6852 -1.0867 0.256
C -0.771 0.422 0.770 0.9769 0.8156 -1.8638 -0.137
C 0.321 0.273 -0.281 0.8078 0.1892 2.0895 -0.211
C -0.052 0.305 -1.687 -1.3644 0.6577 -2.3970 -0.045
N -0.188 -0.984 0.555 0.6794 2.6209 2.4156 0.192
H 1.283 -1.567 2.303 -0.6502 0.7282 0.0882 0.147
H -1.781 0.537 0.549 -1.4900 0.6295 -0.1250 0.145
H 1.335 0.660 0.038 -1.2766 -0.7427 -0.3695 0.176
H 0.498 1.170 -2.248 -1.2545 -1.4976 1.1174 0.144
H -1.205 0.368 -1.774 1.9008 0.2689 -0.1277 0.127
H 0.188 -0.627 -2.224 0.2662 0.3107 0.2927 0.102
```
Forces are in eV/Å.

Entry from OMol25: the ion C5H6N with charge +1 in a non-equilibrium geometry (ωB97M-V/def2-TZVPD).

**ΔE to the lowest compared entry with this formula, charge and spin**: 692.7 kJ/mol
**LUMO (spin up / spin down)**: -5.7 / -6.0 eV
**Electronic energy**: -248.3519 Ha
**Charge**: +1

Geometry as XYZ:
```
12
Properties=species:S:1:pos:R:3:forces:R:3:lowdin_charge:R:1
C -0.318 1.659 -0.539 -2.7443 -0.3257 1.7634 -0.011
C -1.072 1.170 0.324 0.8123 1.3341 -1.5903 0.086
C 0.943 1.180 -0.888 0.8943 -2.1469 1.0802 0.082
C -0.773 -0.096 0.944 0.2096 0.5597 0.4301 -0.178
C 0.578 -0.517 0.419 1.0802 2.1314 -1.0431 0.023
N -0.629 -1.191 -0.048 -0.7623 -1.0973 -0.7033 0.133
H 1.086 0.748 -1.865 0.1296 -0.1025 -0.1579 0.097
H 1.802 1.673 -0.459 0.1951 -0.0016 -0.0176 0.105
H -1.146 -0.348 1.928 0.0731 -0.3698 -0.0954 0.159
H 1.307 -1.119 0.937 -0.0031 -0.2324 0.0999 0.124
H -0.830 -2.148 0.250 0.1256 0.1595 0.0120 0.191
H -0.947 -1.010 -1.003 -0.0101 0.0915 0.2222 0.190
```
Forces are in eV/Å.

Entry from OMol25: the ion C5H6N with charge +1 in a non-equilibrium geometry (ωB97M-V/def2-TZVPD).

**Multiplicity**: 3
**ΔE to the lowest compared entry with this formula, charge and spin**: 344.9 kJ/mol
**LUMO (spin up / spin down)**: -5.1 / -9.0 eV
**Electronic energy**: -248.3278 Ha
**Charge**: +1
**<S²>**: 2.006

Geometry as XYZ:
```
12
Properties=species:S:1:pos:R:3:forces:R:3:lowdin_spin:R:1
C 3.705 -0.397 0.031 3.0549 -2.1822 1.9722 0.616
C 0.170 0.397 0.055 -5.0772 1.7374 0.0305 0.491
C 1.356 0.205 0.176 7.0240 -1.8244 -0.3406 0.395
C -1.988 -0.616 0.052 -0.5966 0.8168 -2.8762 0.022
C -1.226 0.712 -0.043 1.0285 -0.2208 1.2216 0.084
N 2.590 -0.088 0.005 -7.2477 2.7356 -0.3164 0.288
H 4.693 -0.426 -0.197 2.5090 0.1745 -1.1957 0.052
H -2.085 -0.948 -1.056 0.1284 -0.2530 2.1704 0.000
H -2.985 -0.332 0.404 0.1980 -0.7343 0.2027 0.005
H -1.382 -1.245 0.699 -0.7794 -0.5210 -0.1009 0.001
H -1.519 1.381 0.765 0.3232 0.1213 0.4056 0.011
H -1.329 1.357 -0.892 -0.5652 0.1502 -1.1733 0.036
```
Forces are in eV/Å.